[1]
The following is a quantum chemistry calculation of a 3-piece molecular cluster, C28H22N2O6PS overall, from the OMol25 dataset.

Last column: Mulliken charge in e.
CARTESIAN COORDINATES (ANGSTROEM)
1 S 5.73 -1.03 -2.45  0.06
2 P 4.00 -0.81 -3.77  0.83
3 O 3.05 0.38 -3.36  -0.39
4 O -3.99 -2.17 0.14  -0.66
5 O 1.72 2.42 1.42  -0.77
6 O 4.43 -0.52 -5.24  -0.44
7 O -1.33 5.35 4.70  -0.64
8 O -0.86 -5.06 -3.09  -0.66
9 N 3.23 -2.14 -3.73  -0.44
10 N 6.00 0.19 -1.36  -0.41
11 C 2.44 5.10 1.80  -0.56
12 C -1.29 -2.97 -2.10  0.29
13 C -0.56 1.20 2.49  -0.70
14 C 0.82 6.63 3.46  -0.57
15 C -0.21 2.51 2.78  0.37
16 C 1.33 4.52 2.41  0.31
17 C -2.11 -2.21 -1.27  0.25
18 C 0.12 -1.05 -2.44  -0.14
19 C -3.63 -4.24 -0.92  0.17
20 C -4.29 -6.87 -1.52  -0.49
21 C 0.53 5.29 3.25  0.21
22 C -5.08 -6.13 -0.64  -0.49
23 C -3.31 -2.82 -0.61  0.64
24 C 1.92 7.20 2.84  -0.49
25 C -0.72 -0.30 -1.63  -0.61
26 C -0.65 4.69 3.94  0.53
27 C -4.75 -4.82 -0.34  -0.57
28 C -2.82 -4.99 -1.79  0.20
29 C -2.10 2.70 4.26  -0.59
30 C 1.01 3.09 2.14  0.64
31 C -3.16 -6.30 -2.09  -0.56
32 C -1.82 -0.87 -1.05  -0.69
33 C 2.74 6.43 2.02  -0.49
34 C -1.68 0.64 3.08  -0.53
35 C -2.44 1.39 3.97  -0.57
36 C -0.99 3.27 3.65  0.27
37 C -1.59 -4.40 -2.39  0.53
38 C -0.16 -2.39 -2.68  -0.94
39 H 2.15 8.24 3.01  0.41
40 H 5.38 -2.09 -1.71  0.30
41 H 0.19 7.22 4.11  0.49
42 H -0.50 0.75 -1.46  0.47
43 H 3.60 6.88 1.54  0.39
44 H -5.36 -4.25 0.34  0.48
45 H 5.36 -0.79 -5.39  0.38
46 H 0.04 0.62 1.80  0.49
47 H -5.95 -6.58 -0.20  0.41
48 H -4.56 -7.89 -1.77  0.41
49 H 0.49 -2.98 -3.31  0.54
50 H -2.69 3.28 4.95  0.49
51 H 3.23 0.72 -2.47  0.31
52 H -2.47 -0.28 -0.42  0.55
53 H -2.55 -6.87 -2.77  0.47
54 H 0.99 -0.59 -2.88  0.40
55 H 6.54 0.94 -1.76  0.33
56 H 5.18 0.49 -0.86  0.27
57 H -3.31 0.95 4.44  0.42
58 H -1.96 -0.38 2.85  0.47
59 H 3.61 -2.84 -3.10  0.19
60 H 3.07 4.50 1.16  0.41

The charge is +1. The value obtained for the HOMO-LUMO gap is 6.50 eV.



[2]
The following is a quantum chemistry calculation of one molecule with the formula C4H9N3, from the OMol25 dataset.

Last column: Mulliken charge in e.
CARTESIAN COORDINATES (ANGSTROEM)
1 N -2.24 -0.63 0.08  -0.06
2 N -3.48 0.07 0.04  -0.66
3 N 0.08 -0.58 -0.05  -0.44
4 C 2.35 -1.02 0.03  -1.14
5 C 1.69 1.32 -0.04  -1.00
6 C -1.02 0.07 0.03  0.08
7 C 1.37 0.00 -0.05  0.87
8 H 1.01 2.18 0.03  0.24
9 H 1.89 -1.83 -0.58  0.33
10 H 2.40 -1.33 1.08  0.25
11 H -3.29 0.91 0.58  0.29
12 H 3.43 -0.79 -0.32  0.33
13 H 2.74 1.56 0.24  0.24
14 H -3.50 0.50 -0.88  0.27
15 H -1.20 1.22 -0.05  0.13
16 H -2.23 -1.66 -0.14  0.28

The charge is 0. The value obtained for the HOMO-LUMO gap is 8.97 eV. The calculation puts the relative energy (zero: lowest compared OMol25 entry of this formula, charge and spin) at 65.6 kcal per mole. The structure (SMILES) is C=C(C)/N=C/NN.



[3]
The following is a quantum chemistry calculation of one molecule with the formula C2H4NP, from the OMol25 dataset.

Last column: Mulliken charge in e.
CARTESIAN COORDINATES (ANGSTROEM)
1 P -1.54 0.09 0.02  -0.14
2 N 1.47 0.67 0.39  -0.40
3 C 0.04 -0.36 0.71  -0.15
4 C 1.10 -0.28 -0.32  -0.24
5 H -1.55 1.43 0.29  0.06
6 H -0.98 0.27 -1.41  0.04
7 H 1.28 -0.71 -1.19  0.46
8 H 0.19 -1.11 1.50  0.37

The charge is 0. The value obtained for the HOMO-LUMO gap is 10.54 eV. The calculation puts the relative energy (zero: lowest compared OMol25 entry of this formula, charge and spin) at 60.1 kcal per mole. The structure (SMILES) is P[C@H]1C=N1.



[4]
The following is a quantum chemistry calculation of C36H99F2N10O13PbS2 as an isolated structure, from the OMol25 dataset.

Last column: Mulliken charge in e.
CARTESIAN COORDINATES (ANGSTROEM)
1 Pb 0.73 -2.25 -2.86  1.33
2 S -1.54 0.62 -2.00  0.31
3 S -0.33 -0.23 0.08  0.14
4 F -2.41 -0.28 -2.96  -0.28
5 F 0.93 -1.16 0.36  -0.31
6 O 2.69 1.06 3.93  -0.50
7 O -1.30 -0.70 0.99  0.21
8 O -0.47 -2.74 -5.29  0.23
9 O -6.41 -1.53 3.13  -0.25
10 O -1.56 -3.50 -2.52  0.19
11 O -2.47 1.09 -1.05  -0.39
12 O -0.82 1.51 -2.85  -0.38
13 O -1.67 -3.32 4.20  0.12
14 O 0.17 5.93 -7.48  -0.31
15 O 2.36 4.96 1.03  -0.44
16 O -4.95 2.33 4.93  -0.42
17 O 0.16 1.09 0.25  -0.18
18 O 5.55 -1.10 -2.63  -0.32
19 N -0.51 -0.58 -1.48  0.34
20 N 0.57 -3.81 -0.75  -0.10
21 N -1.55 -6.11 6.56  -0.76
22 N -2.18 2.74 5.16  -0.70
23 N 5.77 4.52 2.25  -0.62
24 N 3.81 -1.46 1.47  -0.45
25 N 2.25 4.22 -6.51  -0.76
26 N 2.86 -1.25 -1.74  0.04
27 N 0.73 -0.29 -4.61  0.07
28 N -3.27 -2.80 1.77  -0.26
29 C -0.79 -2.26 4.45  -0.74
30 C 0.82 3.68 -4.60  -1.21
31 C -0.51 7.14 -7.70  -0.76
32 C -0.18 -5.64 4.60  -1.24
33 C -0.33 -1.72 -6.27  -1.01
34 C 0.85 4.21 -6.02  0.86
35 C -0.54 -4.83 -0.77  0.08
36 C 4.97 -0.01 -1.95  -0.75
37 C -4.10 1.66 4.06  -0.78
38 C 1.44 1.59 4.26  -0.20
39 C 3.51 -0.03 -2.28  0.46
40 C -1.99 -4.08 5.35  -1.40
41 C -5.46 -2.51 2.79  -0.78
42 C 2.58 0.15 2.89  0.76
43 C -1.79 -4.14 -1.26  -0.66
44 C 0.19 5.55 -6.13  -0.94
45 C -2.80 -3.19 -3.13  -0.74
46 C -4.98 -1.68 0.45  -1.39
47 C 4.82 6.43 0.92  -1.36
48 C -7.44 -2.02 3.95  -0.86
49 C 3.56 4.28 1.31  0.09
50 C -0.43 -0.41 -5.54  1.26
51 C 1.27 4.15 0.72  -0.32
52 C 4.54 5.26 1.89  0.23
53 C 2.77 1.21 -1.84  0.06
54 C -6.08 1.56 5.28  -0.67
55 C -4.44 -1.90 1.86  1.93
56 C -2.82 2.44 3.87  0.45
57 C -0.90 -5.04 5.79  0.73
58 C -0.59 0.79 -6.47  -1.85
59 C -0.50 -4.05 -5.85  -0.97
60 C -1.87 1.70 2.95  0.59
61 C 6.91 -1.29 -2.28  -0.76
62 C 4.92 0.65 2.01  -1.32
63 C 3.93 -0.38 2.50  0.16
64 C -0.77 -5.39 0.62  -1.38
65 H 0.41 -3.23 0.07  -0.24
66 H -2.64 -2.50 -3.96  0.06
67 H -2.38 1.46 2.02  0.16
68 H -8.11 -2.71 3.41  0.30
69 H 0.07 -6.04 0.89  0.45
70 H -0.89 1.67 -5.89  0.37
71 H 4.98 6.07 -0.09  0.27
72 H 5.42 0.95 -2.24  0.54
73 H -4.95 -2.92 3.68  0.28
74 H -1.01 2.33 2.69  -0.65
75 H -0.18 -4.48 6.41  0.23
76 H -5.96 -3.38 2.32  0.39
77 H -2.90 -4.64 5.13  0.44
78 H 1.54 -0.09 -5.22  0.34
79 H 5.13 1.40 2.76  0.46
80 H -5.12 -2.62 -0.08  0.31
81 H -1.63 -6.07 0.63  0.53
82 H -0.88 -5.94 3.82  0.23
83 H 1.48 2.22 5.14  0.44
84 H -1.70 3.62 5.11  0.25
85 H -5.95 -1.17 0.43  0.51
86 H -0.83 -6.64 7.05  0.26
87 H 1.09 4.49 -3.91  0.62
88 H -1.33 -4.16 -6.54  0.31
89 H 0.77 6.30 -5.57  0.36
90 H -1.53 0.77 3.39  -0.21
91 H -2.94 -3.05 2.70  0.33
92 H 0.32 1.08 -7.01  0.40
93 H -1.33 -0.42 -4.92  -0.40
94 H 0.74 0.77 4.52  0.15
95 H 1.45 -4.30 -0.56  0.30
96 H 2.23 4.68 -7.42  0.32
97 H -6.69 1.32 4.40  0.23
98 H 1.51 3.36 -0.01  -0.09
99 H 7.51 -0.44 -2.62  0.31
100 H 3.45 -0.12 -3.37  0.01
101 H -0.09 7.95 -7.10  0.31
102 H 4.38 -0.82 3.40  0.34
103 H -0.22 -5.59 -1.48  0.45
104 H 0.97 2.16 3.45  -0.21
105 H -2.18 -3.42 -0.53  0.04
106 H -2.57 -4.90 -1.40  0.53
107 H -5.79 0.61 5.76  0.30
108 H -1.58 7.04 -7.50  0.30
109 H 6.49 5.15 2.57  0.28
110 H 2.77 -1.15 -0.72  -0.40
111 H 7.27 -2.20 -2.74  0.26
112 H 1.92 -0.70 3.15  -0.16
113 H 4.11 5.69 2.80  0.31
114 H 5.14 -0.13 -0.88  0.01
115 H -3.28 -4.10 -3.51  0.37
116 H -2.28 -3.42 6.18  0.47
117 H -3.48 -2.70 -2.43  0.10
118 H -4.26 -1.06 -0.10  0.00
119 H 4.54 1.20 1.13  -0.04
120 H 1.54 2.88 -4.49  0.06
121 H -0.61 -4.74 -5.02  0.22
122 H -0.43 -1.88 3.49  -0.31
123 H 2.10 0.58 1.99  -0.30
124 H -2.13 -5.72 7.30  0.25
125 H 3.22 2.13 -2.23  0.98
126 H -8.04 -1.19 4.31  0.26
127 H 0.36 3.49 -6.69  0.04
128 H -4.57 1.43 3.10  0.41
129 H -1.28 -1.42 4.97  0.41
130 H 3.98 7.12 0.91  0.32
131 H 0.09 -2.57 5.02  0.45
132 H 3.98 3.80 0.41  0.02
133 H -3.81 0.67 4.48  0.20
134 H -2.88 2.86 5.88  0.25
135 H 3.55 -1.99 -1.87  0.37
136 H 3.41 3.43 2.01  0.00
137 H -1.40 0.62 -7.18  0.52
138 H 0.63 0.63 -4.16  -0.44
139 H -0.40 7.34 -8.77  0.25
140 H 7.03 -1.40 -1.19  0.28
141 H -0.82 5.54 -5.69  0.40
142 H 3.23 -2.21 1.82  0.15
143 H 0.66 -1.77 -6.75  0.42
144 H -7.04 -2.59 4.80  0.35
145 H 4.75 -1.84 1.38  0.29
146 H 2.71 1.30 -0.75  -0.58
147 H -0.20 3.37 -4.34  0.21
148 H -1.13 -1.82 -7.00  0.45
149 H 0.53 4.79 0.25  0.39
150 H 0.50 -4.90 4.16  0.17
151 H 0.43 -6.50 4.89  0.49
152 H 0.44 -4.28 -6.36  0.33
153 H -0.90 -4.60 1.35  0.13
154 H -3.04 3.41 3.39  0.25
155 H -6.68 2.13 5.98  0.34
156 H 5.69 6.97 1.30  0.42
157 H 5.86 0.19 1.69  0.43
158 H 1.73 1.21 -2.19  -0.53
159 H 2.77 4.85 -5.90  0.27
160 H 6.13 4.12 1.38  0.23
161 H -4.22 -0.90 2.27  -0.67
162 H -2.50 -2.22 1.45  -0.26
163 H 0.83 3.69 1.61  0.17

The charge is +1. The value obtained for the HOMO-LUMO gap is 7.52 eV. The calculation puts the relative energy (zero: lowest compared OMol25 entry of this formula, charge and spin) at 0.0 kcal per mole.



[5]
The following is a quantum chemistry calculation of an isolated ion of composition C4H8N2P and charge +1, from the OMol25 dataset.

Last column: Mulliken charge in e.
CARTESIAN COORDINATES (ANGSTROEM)
1 P -0.39 1.01 -3.17  -0.01
2 N 0.95 -0.24 -0.29  -0.47
3 N -1.34 0.73 -0.37  0.05
4 C 0.35 -0.32 0.88  0.90
5 C -0.61 0.56 -1.44  0.14
6 C -0.94 0.25 0.82  -0.64
7 C 0.80 -0.85 2.21  -1.20
8 H -1.75 0.23 1.52  0.36
9 H 1.70 -0.86 -0.62  0.27
10 H 0.95 1.41 -2.96  0.14
11 H -2.16 1.26 -0.58  0.27
12 H -0.02 -1.24 2.66  0.38
13 H 1.54 -1.57 2.02  0.39
14 H -0.29 -0.26 -3.59  0.11
15 H 1.22 -0.10 2.92  0.30

The charge is +1. The value obtained for the HOMO-LUMO gap (spin up / spin down) is 8.22 / 8.22 eV. The calculation puts the relative energy (zero: lowest compared OMol25 entry of this formula, charge and spin) at 80.7 kcal per mole. The structure (SMILES) is [H]/N=C(C)/C=[NH+]\C#[PH2].



[6]
The following is a quantum chemistry calculation of C5H7NO as an isolated structure, from the OMol25 dataset.

Last column: Mulliken charge in e.
CARTESIAN COORDINATES (ANGSTROEM)
1 O 0.99 -1.48 -0.86  -0.51
2 N 2.49 -0.17 0.54  -0.57
3 C -1.22 -0.53 0.23  -0.59
4 C 1.83 -0.85 -0.13  0.60
5 C -0.16 0.91 -0.89  -0.50
6 C -0.38 -0.55 -1.07  0.35
7 C -0.86 0.94 0.26  -0.53
8 H 1.40 0.49 1.60  0.06
9 H -1.27 1.75 0.85  0.40
10 H 0.71 0.76 1.86  0.00
11 H -0.72 -1.00 -1.99  0.37
12 H -2.29 -0.72 0.09  0.26
13 H 0.33 1.64 -1.52  0.39
14 H -0.84 -1.18 1.02  0.28

The charge is 0. The value obtained for the HOMO-LUMO gap is 10.17 eV. The calculation puts the relative energy (zero: lowest compared OMol25 entry of this formula, charge and spin) at 110.3 kcal per mole.



[7]
The following is a quantum chemistry calculation of one molecule with the formula C23H27N3O4, from the OMol25 dataset.

Last column: Mulliken charge in e.
CARTESIAN COORDINATES (ANGSTROEM)
1 O -0.26 -0.35 -3.08  -0.57
2 O -0.13 -1.68 3.07  -0.64
3 O 0.54 4.22 -1.47  -0.70
4 O 2.48 -0.84 -1.95  -0.49
5 N 0.93 4.98 0.62  0.12
6 N -1.68 -0.84 1.62  0.09
7 N -1.84 -4.04 1.47  0.21
8 C -2.04 -3.56 0.12  -1.66
9 C 1.32 -1.40 -1.51  0.10
10 C 0.03 -1.15 -2.00  0.48
11 C -1.11 0.35 1.20  0.40
12 C 0.48 4.06 -0.26  0.13
13 C -0.60 -4.80 1.54  -1.05
14 C -0.87 -2.79 -0.43  0.79
15 C 0.77 4.91 2.05  -0.94
16 C 1.48 1.30 -2.52  -0.06
17 C 0.66 -4.00 1.18  -0.96
18 C 0.71 1.92 1.05  -0.40
19 C -0.08 2.79 0.32  0.67
20 C -2.03 -3.06 2.52  -1.34
21 C -1.04 -1.85 -1.44  -0.65
22 C 1.55 6.19 0.12  -1.06
23 C 0.41 -3.02 0.06  0.98
24 C 0.21 0.71 1.49  -0.46
25 C 1.47 -2.32 -0.48  -0.75
26 C 0.06 1.03 -3.01  -0.32
27 C 2.42 0.17 -2.94  -0.65
28 C -1.16 -1.80 2.44  0.87
29 C -1.90 1.22 0.44  -0.66
30 C -1.39 2.42 0.00  -0.96
31 H 1.46 -4.69 0.90  0.64
32 H -2.91 0.94 0.20  0.37
33 H -0.07 1.38 -4.03  0.34
34 H 1.00 -3.44 2.05  0.19
35 H -3.09 -2.78 2.51  0.35
36 H -2.21 -4.44 -0.51  0.46
37 H 1.81 2.26 -2.92  0.51
38 H 1.75 4.80 2.54  0.31
39 H -0.66 1.55 -2.36  0.10
40 H -2.96 -2.96 0.08  0.42
41 H 0.32 5.84 2.41  0.35
42 H -2.58 -1.04 1.21  0.24
43 H 0.14 4.07 2.33  0.33
44 H -0.72 -5.63 0.83  0.36
45 H 2.48 -2.49 -0.11  0.50
46 H 1.50 1.37 -1.43  -0.23
47 H 1.60 6.12 -0.96  0.31
48 H -2.02 -1.66 -1.84  0.39
49 H 0.96 7.06 0.40  0.32
50 H 2.12 -0.25 -3.90  0.30
51 H -1.81 -3.56 3.47  0.39
52 H 2.55 6.29 0.54  0.33
53 H -0.51 -5.22 2.54  0.40
54 H 1.73 2.18 1.27  0.48
55 H 3.45 0.53 -3.02  0.37
56 H 0.82 0.03 2.06  0.55
57 H -2.00 3.09 -0.59  0.41

The charge is 0. The value obtained for the HOMO-LUMO gap is 8.47 eV. The calculation puts the relative energy (zero: lowest compared OMol25 entry of this formula, charge and spin) at 35.7 kcal per mole. The structure (SMILES) is CN(C)C(=O)c1ccc(NC(=O)CN2CCc3cc4c(cc3C2)OCCCO4)cc1.



[8]
The following is a quantum chemistry calculation of a 2-piece molecular cluster, C8H18NOS overall, from the OMol25 dataset.

Last column: Mulliken charge in e.
CARTESIAN COORDINATES (ANGSTROEM)
1 S 1.52 1.20 0.30  0.09
2 O 1.11 0.32 1.52  -0.44
3 N 0.66 0.21 -1.06  0.14
4 C 0.61 -1.19 -0.56  -1.25
5 C -1.83 -0.24 -1.73  -1.50
6 C 0.89 -0.46 4.15  -0.57
7 C 1.40 0.37 -2.33  -0.99
8 C -1.08 2.09 -2.05  -1.20
9 C -0.06 -0.13 3.11  0.27
10 C 0.27 -1.54 3.25  -0.58
11 C -0.85 0.83 -1.16  0.47
12 H 0.62 0.31 -3.15  0.36
13 H -0.54 1.94 -3.02  0.30
14 H 0.71 -1.82 -1.47  0.45
15 H -0.66 2.95 -1.46  0.31
16 H -0.25 -1.52 -0.06  0.42
17 H -1.91 -0.46 -2.77  0.34
18 H -0.56 -2.09 3.47  0.32
19 H 0.95 -1.98 2.66  0.24
20 H -2.08 2.16 -2.48  0.42
21 H -1.08 1.10 -0.14  0.24
22 H 0.67 -0.41 5.23  0.30
23 H -0.97 0.40 3.29  0.43
24 H 2.01 -0.50 -2.32  0.39
25 H -1.75 -1.12 -1.16  0.46
26 H 1.69 1.37 -2.51  0.42
27 H 1.93 -0.46 3.89  0.26
28 H 1.44 -1.36 0.03  0.42
29 H -2.85 0.05 -1.51  0.47

The charge is +1. The value obtained for the HOMO-LUMO gap (spin up / spin down) is 7.62 / 7.62 eV. The calculation puts the relative energy (zero: lowest compared OMol25 entry of this formula, charge and spin) at 131.7 kcal per mole.



Number 1: strongest force on any atom 4.29 eV/Å, energy -2380.461431 Ha. Number 2: strongest force on any atom 4.18 eV/Å, energy -321.985820 Ha. Number 3: strongest force on any atom 4.63 eV/Å, energy -474.577878 Ha. Number 4: strongest force on any atom 1.97 eV/Å, energy -4145.394337 Ha. Number 5: strongest force on any atom 4.01 eV/Å, energy -607.692234 Ha. Number 6: strongest force on any atom 2.02 eV/Å, energy -324.548755 Ha. Number 7: strongest force on any atom 0.64 eV/Å, energy -1357.884112 Ha. Number 8: strongest force on any atom 3.67 eV/Å, energy -843.337445 Ha.